# 1
{"formula": "C30H28BrFN4O7ReS", "method": "ωB97M-V/def2-TZVPD", "charge": 2, "multiplicity": 2, "s2": 0.7561, "de_lowest_kj_mol": 0.0, "homo_ha": [-0.4892, -0.4892], "elements": ["Re", "O", "C", "C", "C", "C", "C", "C", "C", "O", "N", "N", "C", "C", "Br", "C", "C", "C", "C", "C", "C", "C", "H", "H", "H", "H", "H", "H", "H", "H", "H", "H", "H", "H", "H", "H", "C", "C", "C", "C", "C", "C", "C", "S", "C", "O", "H", "H", "H", "H", "H", "H", "H", "H", "H", "H", "F", "C", "C", "N", "C", "C", "O", "O", "C", "O", "N", "C", "O", "H", "H", "H", "H"], "coordinates": [[-0.826957, -0.191023, -1.677519], [-4.862035, -0.717797, -0.107411], [-4.511852, -1.539904, 0.913585], [-5.485441, -2.375577, 1.453987], [-5.157094, -3.266098, 2.456160], [-3.854593, -3.347163, 2.946935], [-2.887320, -2.529374, 2.405830], [-3.198953, -1.622740, 1.387719], [-2.098187, -0.837685, 0.772780], [-1.891588, -1.224840, -0.612066], [-2.387240, 0.600713, 0.678835], [-1.614502, 1.189850, -0.324844], [-1.669165, 2.461491, -0.518707], [-1.271919, 3.015663, -1.786002], [-1.419809, 1.686208, -3.227247], [-1.023149, 4.295496, -2.100167], [-0.797495, 5.375305, -1.157721], [-0.330174, 5.165578, 0.147034], [-0.158940, 6.237645, 1.003085], [-0.461435, 7.524732, 0.573277], [-0.912613, 7.745189, -0.722337], [-1.065307, 6.680426, -1.590309], [-4.239226, 0.031640, -0.122666], [-6.493768, -2.302322, 1.069713], [-5.926493, -3.906369, 2.866833], [-3.612072, -4.031208, 3.747454], [-1.867232, -2.573811, 2.772743], [-1.146685, -1.041664, 1.265954], [-2.382139, 1.094804, 1.566156], [-2.115456, 3.127429, 0.215697], [-0.971818, 4.560647, -3.152121], [-0.036898, 4.176005, 0.482362], [0.230249, 6.076011, 1.999514], [-0.325630, 8.361254, 1.245356], [-1.131327, 8.749447, -1.057481], [-1.403517, 6.851734, -2.604636], [4.463044, -4.253103, 0.227516], [3.197731, -3.982353, -0.527069], [1.957879, -4.314116, 0.015762], [0.787016, -4.083450, -0.685035], [0.856401, -3.521636, -1.955068], [2.081451, -3.186593, -2.526239], [3.237889, -3.414367, -1.809206], [-0.674922, -3.214586, -2.743636], [-0.412853, -3.814334, -4.401554], [-0.730202, -1.657750, -3.020347], [4.316326, -4.145533, 1.300367], [5.264030, -3.583397, -0.079985], [4.792480, -5.277223, 0.037485], [1.910140, -4.752667, 1.004235], [-0.174385, -4.335746, -0.250457], [2.137513, -2.750462, -3.519636], [4.196900, -3.167024, -2.246653], [0.460213, -3.343744, -4.851544], [-1.317220, -3.584645, -4.962839], [-0.280526, -4.893096, -4.326789], [1.695706, 3.497203, 2.757689], [2.199960, 2.287176, 2.541514], [2.380392, 1.825460, 1.309825], [2.908817, 0.556421, 1.081961], [2.950211, 0.088603, -0.285999], [1.529042, -0.080004, -0.733224], [0.807218, -1.027648, -0.381300], [0.948421, 0.776495, -1.507464], [3.308906, -0.287908, 2.113537], [3.754983, -1.392508, 1.911013], [3.150683, 0.261437, 3.363791], [2.580410, 1.492230, 3.719259], [2.478257, 1.849728, 4.857996], [2.156689, 2.404726, 0.423737], [3.398763, -0.907317, -0.262233], [3.524501, 0.748558, -0.932761], [3.465915, -0.316518, 4.133577]], "forces_ev_per_angstrom": [[0.91, 0.55, 0.31], [0.16, 0.47, 0.00], [0.05, -0.31, 0.09], [0.01, 0.20, -0.18], [0.08, -0.07, 0.07], [-0.13, 0.01, 0.02], [0.08, 0.14, -0.03], [0.08, -0.03, 0.13], [-0.09, 0.05, -0.29], [-0.43, -0.28, 0.32], [0.03, -0.14, -0.11], [-0.21, 0.15, 0.46], [0.15, -0.11, -0.23], [-0.09, 0.04, 0.07], [-0.11, 0.03, 0.16], [0.13, -0.13, -0.16], [-0.10, -0.01, 0.03], [0.06, 0.00, 0.04], [0.00, -0.01, 0.03], [-0.01, -0.01, -0.02], [0.01, 0.01, 0.00], [0.04, 0.00, 0.02], [-0.31, -0.31, -0.03], [-0.01, -0.01, 0.01], [0.00, 0.01, 0.01], [0.01, -0.02, -0.02], [-0.01, -0.03, 0.00], [0.06, 0.02, 0.12], [0.08, 0.02, -0.01], [-0.05, -0.02, -0.01], [-0.03, 0.01, 0.01], [0.01, 0.05, -0.05], [-0.01, -0.01, -0.01], [0.01, 0.00, 0.00], [0.00, 0.00, 0.00], [-0.01, 0.00, 0.00], [0.01, -0.04, 0.02], [-0.02, 0.04, -0.04], [0.01, 0.02, 0.04], [-0.05, -0.05, 0.01], [-0.06, -0.16, 0.05], [0.01, 0.10, -0.21], [0.00, -0.02, 0.10], [0.27, -0.32, 0.03], [-0.07, 0.08, 0.01], [0.06, 0.02, -0.48], [-0.03, 0.03, -0.01], [0.00, 0.00, -0.01], [0.01, 0.01, -0.02], [0.01, 0.00, 0.00], [0.04, 0.01, -0.02], [0.00, -0.03, 0.10], [0.01, 0.01, -0.02], [-0.07, -0.01, 0.06], [0.04, -0.02, -0.02], [-0.01, -0.01, 0.01], [-0.05, 0.08, 0.04], [-0.07, -0.07, 0.02], [0.16, -0.21, -0.02], [-0.05, 0.50, -0.06], [0.04, -0.56, 0.32], [0.26, -0.04, -0.37], [-0.58, -0.19, -0.03], [-0.13, 0.27, -0.23], [0.02, 0.04, -0.10], [-0.05, -0.03, -0.01], [-0.10, -0.08, 0.10], [0.30, 0.13, 0.00], [-0.13, -0.07, 0.00], [-0.03, 0.09, 0.06], [0.07, 0.09, -0.06], [-0.12, 0.09, -0.04], [-0.01, 0.02, 0.00]]}


# 2
{"formula": "C4H6S", "method": "ωB97M-V/def2-TZVPD", "smiles": "CC1=CSC1", "de_lowest_kj_mol": 155.4, "homo_ha": -0.2987, "elements": ["C", "C", "C", "C", "S", "H", "H", "H", "H", "H", "H"], "coordinates": [[0.752856, 1.391540, -0.951760], [0.141681, 0.410414, -0.285812], [-1.324211, 0.583910, -0.850083], [0.550271, -0.823738, 0.570822], [-0.579072, 2.306921, -1.731896], [1.669957, 1.857741, -0.877980], [-1.502310, -0.188172, -1.581085], [-2.216767, 0.921323, -0.303279], [1.543523, -1.264121, 0.409758], [-0.225522, -1.432268, 0.154867], [0.474500, -0.693594, 1.684735]], "forces_ev_per_angstrom": [[-2.08, 0.34, 0.69], [-0.58, -0.07, 0.04], [1.95, 2.10, -0.32], [-0.16, 1.65, -0.12], [-0.60, -2.72, 0.78], [2.17, 0.25, 0.02], [-0.42, 0.02, -0.41], [0.65, -0.51, 0.25], [-0.31, 0.39, -0.44], [-0.20, -1.53, 0.62], [-0.40, 0.06, -1.12]]}


# 3
{"formula": "C27H26BBrClN4O13P", "method": "ωB97M-V/def2-TZVPD", "smiles": "CC(=O)OC(=O)Cc1c(C[C@H](C)Br)c(Cl)c2nc(P(N)O)cnc2c1B(N)O.O=C1C=C(O)C(=O)C=C1O.O=C1C=C(O)C(=O)C=C1O", "homo_ha": -0.3231, "elements": ["C", "C", "O", "O", "C", "O", "C", "C", "C", "C", "C", "C", "Br", "C", "Cl", "C", "N", "C", "P", "N", "O", "C", "N", "C", "C", "B", "N", "O", "H", "H", "H", "H", "H", "H", "H", "H", "H", "H", "H", "H", "H", "H", "H", "H", "H", "H", "C", "C", "C", "O", "C", "C", "C", "O", "O", "O", "H", "H", "H", "H", "C", "C", "C", "O", "C", "C", "C", "O", "O", "O", "H", "H", "H", "H"], "coordinates": [[3.492466, -3.325643, 2.722443], [2.335815, -3.844771, 1.670565], [2.040894, -5.172777, 1.731863], [1.578469, -3.005374, 0.729158], [2.041231, -3.160274, -0.659087], [2.599798, -4.308267, -1.131349], [1.935492, -1.859569, -1.705083], [2.151369, -0.514027, -0.745852], [0.848890, 0.439314, -0.394246], [-0.679757, 0.218665, -0.944012], [-1.761527, -0.276077, 0.183874], [-1.146579, -0.506142, 1.686084], [-2.585241, -1.998567, -0.411257], [1.135475, 1.749870, 0.562792], [-0.285896, 2.911633, 0.963388], [2.632149, 2.111059, 1.199241], [2.714158, 3.327253, 2.077357], [4.094737, 3.543769, 2.628705], [4.318532, 5.055629, 3.824615], [6.034839, 5.203762, 4.324627], [3.392198, 4.696719, 5.289956], [5.351664, 2.579909, 2.254388], [5.330546, 1.383662, 1.343732], [3.922719, 1.182487, 0.859445], [3.661456, -0.125278, -0.143493], [4.986756, -1.059678, -0.539729], [5.620025, -0.891444, -1.935627], [5.609164, -2.063144, 0.346236], [4.589942, -3.427544, 2.324649], [3.331655, -2.239599, 3.128864], [3.423157, -4.052830, 3.666488], [0.856661, -1.927133, -2.167545], [2.710136, -1.912889, -2.580647], [-1.053801, 1.288367, -1.319437], [-0.749474, -0.474504, -1.912811], [-2.620474, 0.549533, 0.246324], [-0.213409, -1.208490, 1.605215], [-1.992647, -1.074925, 2.307004], [-0.936450, 0.485770, 2.289176], [6.249017, 4.276535, 4.783260], [6.567927, 5.273617, 3.406722], [3.288745, 3.700288, 5.378995], [6.401921, 2.851125, 2.752400], [6.342890, -0.112657, -1.916859], [6.172996, -1.747676, -2.188514], [5.628441, -1.703417, 1.281543], [-3.921635, -5.464905, -4.838316], [-3.695280, -5.312887, -6.144598], [-3.163706, -4.034935, -6.694057], [-2.947901, -3.931415, -7.896440], [-2.920127, -2.929233, -5.754540], [-3.149827, -3.080325, -4.448764], [-3.655081, -4.367020, -3.896254], [-3.839162, -4.481541, -2.689126], [-2.925660, -2.044438, -3.560573], [-3.945916, -6.339454, -7.036485], [-4.305746, -6.389053, -4.425122], [-2.550727, -2.000185, -6.169452], [-3.164882, -2.401579, -2.677554], [-3.700980, -5.984255, -7.918595], [-4.615727, 5.320954, 2.602014], [-5.920580, 5.053043, 2.681408], [-6.501481, 3.839705, 2.042659], [-7.701081, 3.610101, 2.148752], [-5.595813, 2.954473, 1.293841], [-4.291581, 3.224413, 1.211654], [-3.706674, 4.422704, 1.873557], [-2.501164, 4.634459, 1.795683], [-3.435208, 2.398194, 0.507250], [-6.781627, 5.894065, 3.362144], [-4.179804, 6.198101, 3.063429], [-6.033988, 2.085728, 0.819476], [-2.546312, 2.805852, 0.597692], [-7.669405, 5.483168, 3.276754]], "forces_ev_per_angstrom": [[-0.38, -0.02, 0.83], [-1.08, -8.02, 0.77], [1.76, 9.28, -0.57], [2.93, -0.98, -1.37], [3.33, -5.76, -2.92], [-3.79, 7.78, 3.58], [-0.55, 0.38, 2.15], [1.23, 2.95, 1.75], [2.84, 2.03, 1.98], [0.20, 0.84, -0.65], [0.40, 1.86, 1.00], [-1.01, -0.81, 0.19], [0.38, 0.71, 0.67], [1.83, -2.90, -1.55], [2.68, -1.72, -0.53], [-0.01, 0.38, 0.09], [5.21, -3.35, -0.70], [-0.92, -3.90, -1.91], [-1.27, 1.17, 0.43], [-1.23, -2.61, -0.93], [1.85, -1.97, -2.30], [-1.63, -1.19, -1.36], [-5.16, 4.67, 2.37], [-1.41, -1.03, -1.09], [-3.36, 1.26, 0.43], [1.43, -0.61, -0.38], [0.59, -0.50, 1.87], [-1.32, 2.96, -0.23], [-2.41, 0.12, 0.26], [0.14, -1.96, -1.11], [-0.07, 1.52, -2.34], [2.09, 0.41, 1.06], [-1.27, -0.20, 2.08], [0.95, -2.27, 0.85], [0.47, 1.45, 2.32], [1.88, -2.35, -0.26], [-1.71, 1.47, 0.31], [1.91, 1.17, -1.38], [-0.22, -1.93, -1.62], [0.47, 1.29, -0.55], [-0.64, -0.11, 1.53], [0.15, 1.69, 0.00], [-2.53, -0.81, -1.37], [-1.50, -1.00, -0.10], [-0.61, 1.04, 0.51], [-0.40, -0.72, -1.51], [0.00, 0.14, 0.33], [-0.50, -1.65, -0.73], [0.36, 0.78, -0.66], [-0.26, -0.37, 0.76], [0.00, -0.22, -0.42], [0.49, 1.82, 0.75], [-0.37, -0.76, 0.80], [0.22, 0.37, -0.86], [-0.55, -1.96, -1.00], [0.57, 1.80, 0.56], [0.04, 0.06, -0.02], [-0.02, -0.06, 0.02], [0.13, 0.28, -0.20], [-0.09, -0.14, 0.36], [0.37, -0.11, -0.13], [-0.74, 1.45, 1.03], [-0.80, -0.71, -0.29], [0.86, 0.43, 0.07], [-0.27, 0.08, 0.12], [0.47, -1.35, -0.98], [0.72, 0.75, 0.34], [-0.87, -0.36, -0.11], [-0.71, 1.70, 1.08], [0.55, -1.61, -1.09], [-0.02, -0.07, -0.03], [0.01, 0.04, 0.03], [-0.23, -0.20, -0.08], [0.35, 0.16, 0.04]]}


# 4
{"formula": "C24H23BF6N5O7S4Ta", "method": "ωB97M-V/def2-TZVPD", "charge": 2, "de_lowest_kj_mol": 79.8, "homo_ha": -0.4734, "elements": ["Ta", "F", "C", "F", "F", "S", "O", "O", "N", "S", "O", "O", "C", "F", "F", "F", "C", "N", "C", "C", "N", "B", "N", "C", "C", "N", "C", "C", "S", "C", "S", "H", "H", "H", "H", "H", "H", "H", "H", "H", "H", "H", "H", "O", "C", "C", "O", "O", "C", "C", "C", "C", "C", "C", "C", "C", "C", "C", "C", "C", "H", "H", "H", "H", "H", "H", "H", "H", "H", "H", "H"], "coordinates": [[7.300265, -16.333773, 8.254593], [1.989541, -18.038996, 8.322917], [3.153551, -17.876525, 8.958744], [2.869553, -16.966980, 9.935097], [3.448470, -19.020463, 9.549890], [4.780099, -17.305191, 7.816218], [5.454968, -16.158093, 7.075748], [5.691451, -17.361112, 9.061835], [4.977224, -18.812415, 7.266488], [6.527201, -19.300496, 6.953404], [7.448223, -18.149869, 7.257473], [6.906976, -20.575769, 7.547182], [6.690096, -19.662667, 5.102574], [6.262062, -18.738069, 4.249197], [6.095511, -20.858727, 4.800481], [8.054836, -19.840159, 4.968926], [9.266321, -13.419512, 3.827687], [10.058268, -13.496264, 5.055626], [11.409776, -13.199039, 5.198794], [11.795201, -13.607647, 6.487316], [10.643153, -14.108902, 7.146703], [10.713831, -14.815911, 8.571394], [11.128984, -16.279921, 8.313111], [12.282755, -16.790315, 7.711925], [12.125864, -18.147160, 7.529714], [10.823731, -18.430401, 7.967942], [10.192470, -19.791976, 7.802098], [10.309490, -17.292413, 8.585315], [8.938653, -17.193747, 9.778636], [9.633022, -14.213959, 6.203727], [8.048619, -14.968024, 6.061955], [8.318586, -12.848879, 3.977083], [9.203604, -14.472094, 3.386792], [9.852902, -12.750034, 3.159234], [12.004345, -12.546247, 4.606226], [12.764133, -13.513871, 7.001866], [11.550907, -14.226980, 9.140092], [9.765783, -14.635298, 9.195980], [13.129033, -16.139083, 7.496194], [12.661746, -18.909448, 6.945973], [9.365836, -19.711285, 7.126768], [9.809582, -20.312615, 8.696985], [10.942373, -20.437418, 7.333267], [7.513827, -12.170382, 8.912682], [6.263645, -12.490681, 9.523451], [6.267250, -13.902694, 10.069083], [5.612401, -14.210903, 11.042981], [6.874824, -14.766414, 9.153984], [5.935931, -11.499744, 10.632676], [6.936113, -10.964937, 11.407868], [6.665795, -10.183698, 12.510612], [5.403356, -9.651790, 12.744840], [4.343515, -10.079496, 11.892140], [4.592455, -11.070937, 10.912540], [5.148536, -12.402311, 8.433022], [5.244826, -11.619786, 7.270641], [4.271266, -11.780688, 6.297436], [3.133948, -12.589606, 6.558247], [2.986052, -13.159212, 7.811785], [3.955998, -13.037929, 8.754532], [7.708326, -12.785695, 8.183000], [7.983336, -11.105927, 11.175963], [7.534765, -9.853538, 13.049368], [5.276347, -8.881444, 13.481474], [3.348821, -9.672885, 11.903873], [3.777492, -11.264277, 10.267725], [6.151181, -10.970099, 7.222527], [4.286332, -11.129360, 5.431916], [2.382621, -12.691327, 5.807676], [2.186203, -13.769527, 8.041533], [3.814308, -13.519740, 9.793925]], "forces_ev_per_angstrom": [[2.39, 2.90, 0.39], [2.22, 0.36, -0.82], [-5.18, -0.10, 3.07], [1.99, -0.66, -2.01], [1.09, 1.36, -1.26], [2.09, -3.54, 0.98], [-2.05, -1.15, 0.12], [0.11, 1.47, 0.05], [0.37, 1.07, -1.11], [-0.75, -2.15, 0.94], [-0.23, -0.55, -1.06], [-1.08, 2.83, -0.92], [0.98, -1.90, -2.04], [0.36, -0.51, 1.39], [0.78, 2.32, 1.07], [-1.94, 0.56, 0.24], [0.68, 0.33, -0.99], [0.05, -1.74, 2.03], [-0.22, -0.72, 3.20], [-1.88, 0.59, -1.01], [-0.51, -1.37, -2.17], [1.48, 1.42, -1.10], [0.44, -1.00, 0.38], [-0.38, 0.05, 0.26], [-1.84, 0.64, -0.49], [-0.06, -0.39, 1.46], [0.60, 0.18, 0.26], [-0.26, -1.61, -1.28], [0.44, -0.25, -0.99], [2.30, 2.38, -0.64], [-0.06, -1.00, 1.81], [0.50, -1.04, 0.09], [-0.38, 1.67, 0.44], [-0.35, -0.75, 0.18], [-0.05, 0.06, -0.93], [-0.87, 0.09, -0.30], [0.73, 0.13, 0.28], [-1.45, -0.36, 0.23], [-0.41, -0.32, 0.00], [-0.05, 0.66, 0.65], [-0.24, 0.19, -0.41], [0.51, 0.80, 0.04], [-0.11, 0.23, 0.20], [0.20, -0.20, 0.38], [-0.05, 1.54, -1.54], [-2.57, 1.20, 1.82], [2.28, -0.85, -2.33], [0.18, -1.84, 0.51], [-1.53, 0.54, 0.28], [0.54, -0.56, 0.12], [-0.21, 1.04, -0.19], [-0.70, -0.90, -1.22], [1.68, -0.93, -0.14], [1.81, 1.43, 0.78], [-0.12, -0.22, 1.14], [1.38, -0.71, 0.87], [-1.14, 0.38, 0.50], [1.36, 0.88, 0.06], [0.48, 0.44, -1.31], [0.97, -1.21, 1.77], [-0.35, 0.29, 0.33], [-0.02, -0.45, -0.10], [-0.01, 0.25, 0.46], [-0.22, 0.05, 0.29], [-0.15, 0.21, 0.39], [-0.53, -0.54, -0.44], [-0.97, -0.53, -0.48], [0.08, -0.32, -0.20], [-0.40, -0.09, -0.34], [-1.97, -0.89, 0.29], [0.23, 0.79, -1.92]]}